(1)
Entry from OMol25: C16H16ClNO3 in the gas phase (ωB97M-V/def2-TZVPD).

Structure (XYZ):
```
37
Properties=species:S:1:pos:R:3:forces:R:3
H 6.1404 2.3788 0.1545 0.671 -1.753 -0.588
C -4.4379 -0.7672 0.0002 0.313 3.654 1.689
H 1.5242 -0.6738 1.5875 -0.251 -0.786 -3.560
H -4.1136 -2.9402 1.3863 0.391 -0.701 -0.218
H 4.2961 3.4291 0.9564 0.542 0.019 0.552
C -3.4147 -3.2242 0.5881 1.730 0.599 -4.547
H -1.9208 2.2566 -0.1136 0.572 1.482 -0.192
H 2.1563 2.3432 1.3854 2.502 -0.591 -2.034
C 2.8735 0.5750 0.3675 0.847 -6.007 -4.355
Cl -4.4666 3.4084 -0.2639 -0.418 -1.631 0.655
C 0.2113 0.8144 0.3064 1.119 -11.859 0.533
N -0.7957 -0.2179 0.3575 -5.044 16.690 -1.765
H 2.0183 -0.5193 -1.9509 7.917 6.669 -4.898
H -5.9694 0.8032 -0.1378 -1.242 0.271 0.102
C 3.1172 1.8893 0.7431 -17.494 -5.632 3.652
H -4.0081 -3.3217 -0.5970 1.606 0.288 3.889
C -4.0566 1.6121 0.0976 2.378 4.183 -2.342
C 4.1957 2.3700 0.7620 14.691 5.554 -2.118
O 0.1589 1.9041 -0.0069 -0.439 5.556 -0.946
C -3.0591 -0.9075 0.2502 -3.266 1.124 -1.462
C -2.6308 1.5028 -0.0690 -2.619 -3.251 1.757
C 1.4034 -1.1407 -1.7159 -9.551 -5.705 -13.822
C 3.9350 -0.1821 -0.3563 -4.913 6.391 4.748
C 5.3445 1.6164 0.1488 -2.080 10.318 4.698
C 1.5607 -0.4335 0.3716 1.379 10.848 7.885
H -2.6786 -4.1092 0.6341 -1.670 1.380 0.566
H 0.3787 -0.5750 -1.9860 1.192 -1.298 -0.569
C -4.9500 0.6302 0.0312 1.438 -3.175 -0.379
H -0.6684 -1.0579 0.4235 2.408 -11.405 1.100
H -5.2313 -1.4437 0.1923 -0.072 -1.095 -0.312
O -2.4269 -2.0361 0.4214 -1.434 -4.259 0.860
H 3.7797 -1.1405 -0.3804 -0.487 -5.306 -1.189
O 1.4384 -1.2473 -0.5626 0.011 -7.684 16.021
H 1.4364 -2.3136 -2.1996 0.034 3.586 0.463
C 5.0931 0.4448 -0.2241 5.690 -4.881 -4.718
H 5.9960 0.0705 -0.7335 -0.252 -0.988 0.206
C -2.2294 0.2027 0.1319 3.799 -0.607 0.640
```
Forces are in eV/Å.

The HOMO-LUMO gap comes out at 0.3180 Ha. The relative energy (zero: lowest compared OMol25 entry of this formula, charge and spin) comes out at 1422.17 kJ/mol. Its net charge is 0. The LUMO energy comes out at 0.45 eV.

These are the Mulliken partial charges, in e, on atoms 1 to 8: 0.329, -0.606, 0.160, 0.364, 0.373, -0.775, 0.808, 0.022

(2)
Entry from OMol25: a molecular structure, C16H16F5O3STeTi (ωB97M-V/def2-TZVPD).

Structure (XYZ):
```
43
Properties=species:S:1:pos:R:3:forces:R:3
F 1.6125 -1.0990 -3.1112 -0.069 0.063 0.183
O -0.8419 -0.7228 -2.5812 0.426 -0.147 -0.014
C 2.6984 -0.4992 0.3187 0.163 0.053 0.135
S -1.7911 -2.0139 0.9968 -0.145 0.169 -0.078
H 2.7193 -3.0542 0.9959 0.007 0.012 -0.003
O -0.5331 0.0947 -0.0274 -1.051 0.604 0.199
Te -0.1332 -2.1651 -3.5198 0.312 -0.337 -0.007
H 4.6242 1.9021 -0.3678 0.014 -0.008 -0.013
H 4.0885 0.7200 -1.5652 -0.022 -0.006 -0.001
H 1.2190 3.0534 3.1960 0.003 -0.013 0.002
F -1.8248 -2.5615 -4.2302 -0.612 -0.112 -0.064
H -4.5519 -2.3859 1.1976 0.007 0.015 -0.012
C -1.6112 0.9182 -0.3282 0.099 -0.169 0.475
H 2.1413 -2.8117 2.6517 -0.002 0.002 -0.007
C 2.1870 1.7094 1.1004 0.002 0.050 -0.024
F 0.7821 -2.1111 -1.0524 0.083 -0.064 0.157
H 0.9012 -0.6235 3.1798 0.001 0.012 -0.010
C -2.9334 0.3294 -0.0165 0.101 0.044 -0.044
H -6.4902 -0.9979 0.6410 0.008 0.005 -0.005
F 0.1917 -1.3932 -5.1600 0.042 0.243 -0.513
C -5.4946 -0.6156 0.4541 0.001 -0.042 0.031
C 0.7315 2.0828 3.1074 -0.003 -0.005 0.008
H 3.2504 2.2649 -1.4165 0.001 0.008 0.035
H 0.6485 1.6402 4.0997 0.011 0.001 -0.005
Ti 0.5768 -0.2941 -1.3785 0.311 -0.880 -0.226
C 1.9727 -2.5491 1.6067 0.003 -0.006 0.048
C -3.1039 -0.9392 0.5401 0.145 -0.218 0.142
C -4.4028 -1.4022 0.7701 -0.082 0.008 -0.011
C -4.0472 1.1098 -0.3320 -0.016 0.003 -0.024
H -3.8718 2.0828 -0.7705 0.005 -0.005 0.004
C 2.8388 0.8842 0.1864 0.113 0.054 0.008
C 1.4748 1.1800 2.1634 -0.068 -0.030 0.046
C -5.3252 0.6493 -0.1003 0.014 -0.018 0.012
H -6.1815 1.2600 -0.3508 0.004 -0.008 0.002
H -0.2824 2.2593 2.7391 0.009 -0.018 -0.011
F 1.1433 1.2190 -2.0130 0.290 0.599 -0.241
C 2.0291 -1.0589 1.4228 -0.007 -0.063 -0.138
C 3.7470 1.4741 -0.8567 -0.027 0.008 -0.021
H 3.2632 -1.1502 -0.3415 -0.067 -0.028 -0.062
O -1.4425 2.0062 -0.7912 0.049 0.146 -0.028
C 1.4306 -0.2068 2.3292 -0.050 0.075 0.067
H 2.2525 2.7855 0.9802 0.004 -0.017 0.013
H 0.9971 -2.9397 1.3152 -0.006 0.018 -0.004
```
Forces are in eV/Å.

The HOMO-LUMO gap (alpha / beta) comes out at 0.2841 / 0.2376 Ha. Its spin multiplicity is 2. The relative energy (zero: lowest compared OMol25 entry of this formula, charge and spin) comes out at 0.00 kJ/mol. Its net charge is 0. The LUMO energy (alpha / beta) comes out at -1.04 / -2.06 eV. As for the expectation value of S²: 0.75.

These are the Mulliken partial charges, in e, on atoms 1 to 8: -0.515, -0.569, -1.340, -0.234, 0.363, 0.698, 1.427, 0.453

(3)
Entry from OMol25: a molecular structure, C16H16FN3O2 (ωB97M-V/def2-TZVPD).

Structure (XYZ):
```
38
Properties=species:S:1:pos:R:3:forces:R:3
C -2.7478 3.7775 1.6314 -0.472 2.520 -6.566
C -2.0275 2.2272 -0.0245 -0.378 3.239 0.677
C 0.9620 -0.8316 0.8052 -6.077 7.976 -5.334
C 3.5104 -2.6375 -2.9432 -5.230 4.755 -0.707
C 2.3805 -1.7966 -2.2842 5.829 -1.136 -4.832
H -2.6479 4.2276 -0.5008 -0.445 1.431 -2.087
N 0.9518 -1.0166 -0.7836 6.518 -5.666 12.635
H -1.5758 -1.6029 -0.7448 -0.320 2.351 -2.092
H -2.4158 3.1171 3.7417 -1.454 -1.164 -4.168
N -3.2578 5.1332 2.0856 2.731 -5.839 4.087
H 2.2856 -0.9488 -2.9539 -1.043 0.236 0.568
C -0.4927 -0.9331 1.3003 2.770 6.680 2.878
N -1.4365 -0.1364 0.4862 0.859 3.193 -1.030
C -1.9114 1.5497 2.1463 -1.003 -0.829 0.094
H 1.1994 0.3382 0.9600 -0.156 -2.300 -0.437
H 2.2818 -3.1143 0.7557 -0.614 -0.422 -1.532
C 2.3839 -3.0533 -0.3727 5.316 -3.527 4.231
H 1.6064 -1.3105 1.3131 4.591 -3.932 3.114
H 3.7588 -2.6474 -3.9557 0.343 0.815 -1.516
C -2.4842 3.4807 0.1743 -0.900 0.235 6.556
C 2.0162 -1.9290 -0.9990 -3.714 2.477 -5.356
C 3.8986 -3.5841 -2.2244 5.025 -8.627 7.368
C -1.5668 1.2899 0.7771 -1.672 -4.398 7.268
F 4.9787 -4.6281 -2.5122 -2.253 2.641 -0.580
C -0.0456 -0.5094 -1.3498 8.062 7.589 -10.761
C -1.2775 -0.3815 -1.0293 -1.578 -11.791 14.217
C -2.5786 2.7758 2.4155 3.566 -2.614 9.103
H -0.7726 -1.8416 1.2268 -2.216 -6.556 -0.276
O -3.5173 5.8934 1.2944 -2.003 5.131 -5.859
O -3.2671 5.3188 3.2742 -0.217 0.084 1.528
H -0.4363 -0.6469 2.5275 -0.660 -0.575 -3.557
H 0.3588 0.8094 -1.3903 -1.176 -1.561 -0.133
H -1.8504 1.9928 -0.9197 1.004 -1.322 -7.640
H -1.8657 0.0769 -1.5040 -8.341 6.277 -6.918
H 0.2099 -0.6040 -2.4516 -1.242 -0.262 0.512
H -1.9885 0.7010 2.9563 0.626 2.007 -1.711
C 3.5577 -3.8404 -0.8313 -4.115 1.042 0.453
H 3.8235 -4.7152 -0.0963 0.039 1.843 -2.197
```
Forces are in eV/Å.

The HOMO-LUMO gap comes out at 0.2995 Ha. The relative energy (zero: lowest compared OMol25 entry of this formula, charge and spin) comes out at 1849.82 kJ/mol. Its net charge is 0. The LUMO energy comes out at -0.04 eV.

These are the Mulliken partial charges, in e, on atoms 1 to 8: -0.237, -0.353, -1.405, -1.065, -0.290, 0.570, 0.468, 0.260

- The highest relative energy (zero: lowest compared OMol25 entry of this formula, charge and spin) belongs to which entry?
  C16H16FN3O2

- The lowest relative energy (zero: lowest compared OMol25 entry of this formula, charge and spin) belongs to which entry?
  C16H16F5O3STeTi